(1)
Entry from the Open Molecules 2025 dataset: the ion C4H9ClNO2S with charge -1 at a distorted geometry (wB97M-V/def2-TZVPD).

XYZ file:
```
18
Properties=species:S:1:pos:R:3:forces:R:3:lowdin_charge:R:1
H 1.785138 -0.174282 -1.618063 0.249 -0.071 -0.272 0.091
Cl -3.568811 0.382096 1.907480 0.099 0.072 0.166 0.316
H 0.036312 -1.294757 -0.485378 0.123 -0.272 0.101 0.094
H -1.161522 1.457846 0.013081 -0.090 0.276 -0.058 0.105
O -3.354436 0.268913 -0.907386 -0.563 0.804 -0.119 -0.360
H 2.698336 -1.287358 1.489852 0.003 0.012 -0.001 -0.105
C -0.138011 -0.276227 -0.808368 0.104 -0.369 -0.384 -0.270
N 2.389432 -1.117376 0.533217 -0.121 -0.227 0.164 -0.179
C -1.007252 0.404075 0.209617 -0.434 0.202 0.674 -0.296
C 2.026755 0.259159 0.406160 0.386 -0.672 -0.175 -0.535
H 1.438423 0.638302 1.267259 -0.006 0.425 0.022 0.067
S -2.650634 -0.298727 0.194831 0.666 0.190 -1.454 0.307
H 1.175045 1.429732 -1.221415 -0.288 0.145 -0.041 0.095
H -0.566552 0.288832 1.192226 -0.099 -0.131 0.273 0.090
H 2.888076 0.952458 0.275663 0.016 0.317 0.157 0.064
O -2.618595 -1.711260 0.228833 0.086 -1.104 0.910 -0.328
C 1.219815 0.389322 -0.885134 0.204 0.278 0.232 -0.262
H -0.591519 -0.310748 -1.792473 -0.334 0.125 -0.195 0.108
```
Positions in Å, forces in eV/Å.

Values from the calculation:
Net charge: -1
ΔE to the lowest compared entry with this formula, charge and spin (eV): 0.956
E (eV): -33235.5771

***

(2)
Entry from the Open Molecules 2025 dataset: a cluster of 2 separate species, C9H13NO2 in total at a distorted geometry (wB97M-V/def2-TZVPD).

XYZ file:
```
25
Properties=species:S:1:pos:R:3:forces:R:3:lowdin_charge:R:1
H -5.271887 -1.765144 -1.385041 1.035 -0.274 -0.192 0.079
H -0.021816 -1.390957 -1.766005 0.573 -0.345 -0.764 0.095
N -3.778835 0.635713 0.248071 1.035 -0.084 0.791 0.141
C 3.160399 0.699394 1.067497 -0.484 -0.311 0.801 -0.285
H 4.688859 2.154071 1.356269 0.529 -0.282 0.057 0.076
H -5.826774 -0.285400 -1.021804 0.540 0.901 -0.596 0.074
C 1.062720 -0.278606 -0.507263 -1.193 -0.313 1.008 -0.311
C 4.250830 1.331042 1.922963 -0.689 -0.030 -0.481 -0.055
H -4.640367 -0.483388 -2.451394 -0.437 0.221 -0.447 0.071
O -2.791145 -1.274944 -0.446977 0.273 -0.061 0.110 0.049
C 1.889822 0.479228 1.639220 -0.555 0.795 -0.184 -0.055
H 4.338389 0.512699 -0.609959 -0.229 0.009 -0.575 0.109
H 4.975598 0.620277 2.335411 0.035 0.235 -0.328 0.080
H 2.359791 -0.288145 -2.169542 0.512 -0.226 -0.015 0.108
C -3.685563 -0.474097 -0.550135 -1.788 -0.458 -0.075 -0.587
H -0.136688 -0.073499 1.227306 0.034 0.089 0.035 0.112
C 0.857519 0.108901 0.837127 -0.168 -1.195 -0.929 -0.029
O -0.092872 -0.818170 -1.017673 0.089 0.886 0.312 0.031
C -4.910929 -0.733645 -1.439721 -0.495 -0.219 1.046 -0.015
H 3.744108 1.814748 2.747719 0.024 0.025 0.407 0.062
H -3.026491 0.663819 0.930675 -0.164 0.341 -0.310 0.102
H 1.529837 0.681114 2.650905 1.068 0.177 0.064 0.115
H -4.267844 1.499955 0.079692 -0.196 -0.432 -0.298 0.099
C 3.315204 0.376383 -0.268704 0.600 -0.010 -0.112 -0.053
C 2.289086 -0.132587 -1.103310 0.048 0.561 0.673 -0.014
```
Positions in Å, forces in eV/Å.

Values from the calculation:
SMILES string: Cc1ccc(O)cc1.CC(N)=O
ΔE to the lowest compared entry with this formula, charge and spin (eV): 1.063
E (eV): -15128.5687

***

(3)
Entry from the Open Molecules 2025 dataset: a cluster of 2 separate species, CH6OS in total at a distorted geometry (wB97M-V/def2-TZVPD).

XYZ file:
```
9
Properties=species:S:1:pos:R:3:forces:R:3:lowdin_charge:R:1
H 2.199017 -0.220136 0.101190 1.359 -0.137 0.769 0.021
H 0.309322 -0.408680 0.647610 0.331 -0.746 -0.620 -0.212
S -0.767003 0.308846 0.847430 -1.149 1.197 1.491 0.657
H 2.755144 0.485511 1.339000 0.447 -0.939 -0.652 0.054
O 2.970273 -0.265974 0.730594 -1.702 1.141 -0.171 -0.103
H -2.838739 0.276217 -0.649438 1.531 0.203 0.816 0.065
C -1.717688 0.097018 -0.651749 -0.931 -1.465 -0.800 -0.507
H -1.270029 0.682953 -1.416479 0.102 0.553 -0.775 0.000
H -1.640297 -0.955758 -0.948159 0.013 0.193 -0.059 0.026
```
Positions in Å, forces in eV/Å.

Values from the calculation:
SMILES string: CS.O
ΔE to the lowest compared entry with this formula, charge and spin (eV): 0.407
E (eV): -14016.4375

***

(4)
Entry from the Open Molecules 2025 dataset: a cluster of 2 separate species, CH4N2O2 in total at a distorted geometry (wB97M-V/def2-TZVPD).

XYZ file:
```
9
Properties=species:S:1:pos:R:3:forces:R:3:lowdin_charge:R:1
H 0.663638 1.575350 -1.499031 0.023 -0.711 0.394 0.089
C 0.714983 1.171982 -0.451982 -0.183 1.088 0.393 -0.140
O 0.662053 0.002532 -0.144808 1.304 1.427 -0.806 -0.075
H -0.853283 -0.195662 1.422464 -0.456 0.237 -1.891 0.116
N -1.248891 -0.754415 0.625037 -1.133 -1.502 2.979 0.089
H -2.605960 -1.004897 -0.626090 0.133 0.783 -0.303 0.175
O -2.241836 0.968312 -0.464077 -0.352 -1.537 0.847 -0.090
H 0.798705 2.046904 0.305178 -0.084 -1.364 -0.589 0.104
N -2.093486 -0.255706 -0.120363 0.748 1.579 -1.025 -0.267
```
Positions in Å, forces in eV/Å.

Values from the calculation:
SMILES string: [H]/N=[NH+]\[O-].C=O
ΔE to the lowest compared entry with this formula, charge and spin (eV): 4.047
E (eV): -8172.6383

***

(5)
Entry from the Open Molecules 2025 dataset: a cluster of 3 separate species, C4H9NO2 in total at a distorted geometry (wB97M-V/def2-TZVPD).

XYZ file:
```
16
Properties=species:S:1:pos:R:3:forces:R:3:lowdin_charge:R:1
C -0.461946 -0.170809 0.235987 3.834 1.359 -0.356 -0.001
N 0.948674 0.354256 2.803117 -0.663 3.661 -0.909 0.130
C 0.961157 0.732736 0.259843 -4.014 0.184 0.276 0.101
H 0.667155 -0.801311 -3.202186 0.018 0.387 0.240 -0.039
O -1.756225 -1.878242 -2.128527 0.426 -1.675 -2.104 -0.270
H -0.185590 -1.058628 0.786502 -1.251 -0.234 -0.006 0.116
H -0.774935 -1.378779 -2.299209 -0.998 0.118 0.134 -0.061
C 0.986330 1.216546 1.724727 1.547 -2.904 -0.227 -0.336
H -1.857723 -2.496005 -2.944777 0.202 1.718 2.245 0.041
H -1.063404 -0.188718 -0.695169 0.820 -0.150 0.367 0.103
H -1.247038 1.043707 1.733967 -0.420 1.479 0.041 0.158
O 0.197843 -0.443136 -2.433533 0.567 -0.206 -0.239 -0.345
H 1.825744 -0.117766 2.967277 -0.234 -1.922 -0.928 0.072
H 1.328140 2.189738 1.907333 -0.040 1.736 0.106 0.119
H 1.006617 1.368097 -0.631393 0.607 0.055 -0.042 0.127
C -0.464311 1.143343 0.988163 -0.401 -3.606 1.403 0.085
```
Positions in Å, forces in eV/Å.

Values from the calculation:
ΔE to the lowest compared entry with this formula, charge and spin (eV): 13.405
E (eV): -9866.6557

***

(6)
Entry from the Open Molecules 2025 dataset: an isolated molecule of C3H3NO2 (wB97M-V/def2-TZVPD).

XYZ file:
```
9
Properties=species:S:1:pos:R:3:forces:R:3:lowdin_charge:R:1
H -1.047320 1.340290 0.147642 -0.092 0.165 0.324 0.140
H -0.147792 -2.306892 0.846507 0.029 0.131 -0.093 0.138
O 0.529101 0.790175 -2.043251 0.040 -0.415 0.447 0.147
C -0.087394 -1.273848 0.521180 -0.045 0.090 0.304 -0.184
H 0.601758 1.638217 0.728462 -0.041 -0.163 -0.234 0.135
C -0.079415 0.874270 0.344695 0.056 0.149 -0.045 -0.106
O 0.162606 -1.095304 -0.819297 0.208 -0.055 -0.021 0.083
N -0.218445 -0.252258 1.254713 -0.077 -0.318 -0.316 0.078
C 0.290322 0.276028 -0.994920 -0.078 0.416 -0.366 -0.430
```
Positions in Å, forces in eV/Å.

Values from the calculation:
SMILES string: O=C1CN=CO1
ΔE to the lowest compared entry with this formula, charge and spin (eV): 0.764
E (eV): -8744.3671

***

Number 1: frontier orbital gap 4.349 eV, HOMO -1.570 eV, LUMO level 2.778 eV. Number 2: frontier orbital gap 8.967 eV, HOMO -8.131 eV, LUMO level 0.837 eV. Number 3: frontier orbital gap 10.117 eV, HOMO -9.351 eV, LUMO level 0.766 eV. Number 4: frontier orbital gap 10.435 eV, HOMO -9.952 eV, LUMO level 0.483 eV. Number 5: frontier orbital gap 3.328 eV, HOMO -7.842 eV, LUMO level -4.513 eV. Number 6: frontier orbital gap 11.382 eV, HOMO -10.600 eV, LUMO level 0.783 eV.